The following is a quantum chemistry calculation of a molecular structure, C31H53Cl10CuMgO20S, from the OMol25 dataset.

## Properties
Charge ... +1
Multiplicity ... 2
HOMO level (alpha / beta) ... -10.15 / -10.11 eV
Frontier orbital gap (alpha / beta) ... 4.1 / 4.2 eV
Total energy ... -9557.95962 Ha

Each line ends with the Mulliken spin population.
Geometry (Å):
1 Cu -1.133078 -3.360143 1.876516  0.00
2 Cl 4.164619 -1.285031 7.942584  0.00
3 Cl -3.090063 3.916860 4.459961  0.00
4 Cl -3.475401 -1.409030 -6.769459  0.00
5 Cl -4.173734 -4.181788 -4.992247  0.00
6 Cl 4.434670 1.302443 6.032714  0.00
7 Cl 5.561308 -3.670090 -2.082464  0.00
8 Cl -7.547562 -0.602939 0.755471  0.00
9 Cl -8.289187 -0.400000 4.185983  0.00
10 Cl -0.529134 5.726374 5.830055  0.00
11 Cl 6.005418 -0.758822 -3.622569  0.00
12 S -0.561155 0.119627 -0.095971  0.00
13 Mg -0.119180 3.202963 -1.871653  -0.01
14 O -0.627949 1.514006 0.335832  0.01
15 O 4.911017 -6.574585 3.245996  0.00
16 O -3.230152 7.851672 1.146336  0.00
17 O 0.417219 -0.669159 0.591463  0.00
18 O -0.272331 0.481410 -1.454637  0.00
19 O -6.860833 2.778531 -3.803679  0.00
20 O 4.105867 3.134523 -0.354670  0.00
21 O 3.902251 -7.481977 1.536866  0.00
22 O 0.258404 3.878168 -4.987838  0.88
23 O -0.002366 -5.655536 -1.968129  0.00
24 O -1.255402 8.720600 1.362101  0.00
25 O 5.733072 2.269329 0.963349  0.00
26 O 6.094963 4.132639 -0.027058  0.00
27 O 1.014874 -5.927601 -4.043130  0.00
28 O 0.832359 -7.656734 -2.726100  0.00
29 O -1.361920 6.786728 0.305113  0.00
30 O -7.052356 4.250827 -2.131993  0.00
31 O 2.944766 -5.670561 2.556065  0.00
32 O -1.746884 -0.636645 0.067603  0.00
33 O -4.951249 3.353292 -2.635677  0.00
34 C -6.865686 0.543207 1.941204  0.00
35 C 1.780786 -9.482265 -3.829322  0.00
36 C 3.512123 -0.080299 5.489333  0.00
37 C 5.793608 -7.621767 2.757469  0.00
38 C -8.363446 4.023749 -2.674793  0.00
39 C 4.116710 -1.343990 6.124838  0.00
40 C -8.151845 3.360426 -3.950830  0.00
41 C -6.728357 -0.162012 3.317532  0.00
42 C -4.683673 -2.517502 -4.483495  0.00
43 C 4.879153 -8.430991 1.842192  0.00
44 C 4.594590 -2.136231 -1.712525  0.00
45 C 0.529659 -6.345201 -2.876604  0.00
46 C 7.350218 3.708506 0.518341  0.00
47 C -3.500656 -1.609018 -4.959533  0.00
48 C -4.319083 8.891360 3.011867  0.00
49 C -3.543312 9.093882 1.734181  0.00
50 C 7.710609 1.272047 1.572745  0.00
51 C -1.565376 3.391600 5.077787  0.00
52 C 3.799224 -6.545969 2.468669  0.00
53 C 5.231247 3.149869 0.101309  0.00
54 C 1.936010 -7.988362 -3.536417  0.00
55 C -0.133349 3.215630 -6.141292  -0.01
56 C 6.272093 -8.471734 3.951032  0.00
57 C -8.994232 2.217209 -4.377823  0.00
58 C -2.109231 9.650099 1.891099  0.00
59 C -6.198188 3.448397 -2.776092  0.00
60 C -1.917812 7.713920 0.887418  0.00
61 C 4.418656 -1.203565 -2.839005  0.00
62 C 6.965969 2.667820 1.547237  0.00
63 C 1.695196 -6.995009 -4.665658  0.00
64 C -0.380418 4.306924 4.798477  0.00
65 H 0.936324 -9.682733 -4.488714  0.00
66 H -9.008017 3.457401 -2.002574  0.00
67 H -2.193473 10.607062 1.376094  0.00
68 H -5.719669 -2.296201 -4.740093  0.00
69 H -4.657972 -2.488827 -3.394169  0.00
70 H -2.513874 -1.951062 -4.647524  0.00
71 H -8.980419 4.910869 -2.817829  0.00
72 H 4.401246 -9.324702 2.243415  0.00
73 H 7.868206 0.873701 0.570459  0.00
74 H -8.641163 1.603083 -5.206252  0.00
75 H -1.659693 3.175106 6.141901  0.00
76 H 5.040509 -1.711050 -0.813367  0.00
77 H 1.102787 -7.373034 -5.498871  0.00
78 H 0.266168 2.215299 -6.308115  0.04
79 H 6.870299 -9.316598 3.609782  0.00
80 H 7.095664 0.518438 2.064695  0.00
81 H 5.419637 -8.815204 4.537085  0.00
82 H -3.842022 8.156835 3.660703  0.00
83 H -3.600206 -0.637909 -4.474619  0.00
84 H -1.210197 3.105414 -6.013400  0.09
85 H -6.249633 -1.140905 3.291029  0.00
86 H 2.893228 -7.750845 -3.072277  0.00
87 H 1.848590 -10.076827 -2.918280  0.00
88 H -0.398825 4.590069 3.746057  0.00
89 H 7.930691 3.291966 -0.304853  0.00
90 H -5.929846 0.898474 1.509823  0.00
91 H 3.647220 -2.519374 -1.333321  0.00
92 H 3.894772 -0.256694 -2.708341  0.00
93 H 5.153246 -1.544321 5.853637  0.00
94 H -8.925912 1.512273 -3.549275  0.00
95 H 3.507395 -0.084100 4.399356  0.00
96 H -6.097725 0.396493 4.009247  0.00
97 H 3.748270 -1.686858 -3.549717  0.00
98 H 2.571665 -9.879698 -4.465450  0.00
99 H -8.184612 4.098142 -4.752568  0.00
100 H 6.543939 -7.179346 2.102211  0.00
101 H -1.453056 2.400375 4.638512  0.00
102 H -1.923484 9.760614 2.959451  0.00
103 H 2.655035 -6.619153 -5.019966  0.00
104 H 6.822230 -7.883981 4.685890  0.00
105 H -7.521875 1.403052 2.076144  0.00
106 H -9.976563 2.660751 -4.540329  0.00
107 H 8.618767 1.436125 2.152781  0.00
108 H -5.234314 8.363109 2.744603  0.00
109 H 2.465303 0.071372 5.752493  0.00
110 H 0.032868 3.735567 -7.084771  0.00
111 H 5.356420 -8.862957 0.962580  0.00
112 H 3.515135 -2.228581 5.915755  0.00
113 H -4.087268 9.662467 0.979907  0.00
114 H 6.764454 3.090302 2.531617  0.00
115 H 7.906193 4.566814 0.895557  0.00
116 H -4.631416 9.815479 3.498226  0.00
117 H 0.532914 3.734233 4.959588  0.00

Cartesian forces (eV/Å) of the 3 atoms listed first:
0.3086 0.8972 -0.7608
-0.2064 0.1467 -0.5382
-1.1154 0.8254 -0.3573

The following is a quantum chemistry calculation of a molecular structure, C31H53CoNO2Si2, from the OMol25 dataset.

## Properties
Relative energy (zero: lowest compared OMol25 entry of this formula, charge and spin) ... 0.0 kJ/mol
Charge ... +1
Multiplicity ... 5
HOMO level (alpha / beta) ... -11.48 / -11.48 eV
Frontier orbital gap (alpha / beta) ... 7.8 / 6.2 eV
Total energy ... -3379.71325 Ha

Each line ends with the Mulliken spin population.
Geometry (Å):
1 Co 0.766428 0.825735 1.161873  3.04
2 Si 3.437756 1.853444 1.758042  0.04
3 Si 0.770711 1.262111 -2.730844  0.01
4 O -2.143418 -0.587449 -3.054472  0.00
5 O -0.977233 -2.685544 -1.944807  0.00
6 N 0.131877 -0.152595 2.710670  0.10
7 C -3.807577 0.575931 -1.765743  0.00
8 C 1.227120 -1.728526 5.880118  0.00
9 C -0.860715 1.889340 1.272339  0.38
10 C 0.851057 -0.984244 3.561744  0.03
11 C 4.133624 3.319008 0.805527  0.02
12 C 2.022036 0.099657 -3.528123  0.00
13 C 0.380038 -3.108328 -1.935417  0.00
14 C 1.656876 2.813859 -2.135801  -0.01
15 C 2.505347 -2.145886 5.546130  0.00
16 C -3.074182 1.688837 2.278441  0.01
17 C -1.636191 -2.589928 -0.667899  0.00
18 C -2.963645 -2.388386 -4.484433  0.00
19 C -1.918755 -1.327729 -4.275532  0.00
20 C 2.292274 2.465349 3.122484  0.04
21 C 2.929471 -2.102601 4.204570  0.00
22 C 2.602481 0.664627 0.550776  0.47
23 C -0.088365 0.181015 -1.384013  0.13
24 C -0.446040 1.951927 -3.998383  0.00
25 C -0.968198 -0.818144 5.194302  0.00
26 C 4.854602 0.893634 2.527081  0.04
27 C 0.697158 -4.284673 -1.022890  0.00
28 C -1.124237 0.268512 3.061895  0.02
29 C -3.216953 0.366247 -3.138300  0.00
30 C 2.098037 -1.556808 3.221871  0.03
31 C -1.309774 2.953637 0.498612  -0.19
32 C -1.727175 1.270113 2.194602  -0.08
33 C -2.664244 3.355214 0.579219  0.01
34 C 0.358282 -1.189814 4.898144  0.00
35 C -3.108263 -2.759933 -0.911208  0.00
36 C -1.722104 -0.148151 4.257623  -0.01
37 C -3.541476 2.705529 1.445536  0.01
38 H 0.862048 -1.804389 6.907609  0.00
39 H 2.865250 -0.087359 -2.847855  0.00
40 H 4.435422 3.017786 -0.206125  0.00
41 H 2.801631 3.285553 3.651716  0.00
42 H 1.024372 -2.247929 -1.680416  0.00
43 H -1.246928 -3.365850 0.012047  0.00
44 H -3.662240 -2.650719 0.027665  0.00
45 H -0.924663 -1.779967 -4.156270  0.00
46 H -1.426400 -1.604002 -0.217537  0.00
47 H -1.381628 -1.048491 6.173744  0.00
48 H -4.287219 1.554495 -1.708810  0.00
49 H 0.624370 -0.361142 -0.737488  -0.11
50 H 0.074528 2.688780 -4.632918  0.00
51 H 0.994737 3.681679 -2.267722  0.00
52 H 3.179589 -2.527389 6.311831  0.00
53 H 0.776696 -3.954234 0.020720  0.00
54 H 1.970683 2.783801 -1.086747  0.02
55 H -0.045114 -5.085815 -1.118793  0.00
56 H 2.551347 2.991046 -2.750921  0.00
57 H -2.821808 1.313677 -3.532410  0.00
58 H 3.909840 -2.497951 3.937536  0.00
59 H 1.557852 -0.866660 -3.776540  0.00
60 H 2.421773 0.540972 -4.453461  0.00
61 H -3.319967 -3.756295 -1.317766  0.00
62 H 2.746204 0.918860 -0.513974  -0.02
63 H -0.750171 -0.639863 -1.905651  0.06
64 H 2.084405 1.677373 3.861238  0.00
65 H 3.409206 4.138839 0.714237  0.00
66 H -1.277867 2.482217 -3.510093  0.00
67 H -3.980830 0.002768 -3.843629  0.00
68 H 5.387096 0.325460 1.751478  0.00
69 H -3.956387 -1.937576 -4.604953  0.00
70 H -4.583988 -0.171592 -1.577825  0.00
71 H -2.723281 -2.923789 -5.406471  0.00
72 H -3.753109 1.193393 2.973145  0.00
73 H 5.569273 1.576516 3.006224  0.01
74 H -3.462383 -2.010473 -1.626889  0.00
75 H 0.576383 -3.367074 -2.986117  0.00
76 H 4.495976 0.180612 3.280480  -0.01
77 H 2.425161 -1.546288 2.186868  0.01
78 H -3.022459 4.173744 -0.054088  0.00
79 H 1.327897 2.856695 2.756357  0.00
80 H -0.858431 1.176967 -4.658978  0.00
81 H -2.743145 0.157032 4.459059  0.00
82 H -3.055551 0.520003 -0.972859  0.00
83 H 1.666092 -4.691309 -1.331323  0.00
84 H -4.595616 2.989503 1.470509  0.00
85 H 2.965443 -0.376842 0.658470  -0.03
86 H -0.801838 0.771843 -0.796201  -0.04
87 H -1.883305 -0.626473 -5.125280  0.00
88 H -0.625447 3.461832 -0.184717  0.01
89 H 5.023953 3.710914 1.317677  0.00
90 H -2.954073 -3.087835 -3.641524  0.00

Cartesian forces (eV/Å) of the 3 atoms listed first:
0.1122 -0.1996 -0.4054
0.6797 0.7472 0.5315
-0.2606 -0.5635 -0.1242

no.,maximum force (eV/A)
1,6.0
2,2.5